Entry 1:
Entry from OMol25: a structure of composition C20H33BN2O4PtS2Sb at a distorted geometry (the ωB97M-V functional and the def2-TZVPD basis).

```
64
C20H33BN2O4PtS2Sb | OMol25 | the ωB97M-V functional and the def2-TZVPD basis
Pt 0.665 0.722 -0.504
O -0.399 -1.561 2.630
C 0.340 -0.690 2.194
O 0.751 -0.705 0.954
C 0.959 0.307 3.140
C 0.963 -0.102 4.479
C 1.543 0.649 5.480
C 2.136 1.863 5.143
C 2.134 2.291 3.834
C 1.548 1.543 2.793
S 1.553 2.305 1.224
H 0.487 -1.047 4.701
H 1.540 0.297 6.504
H 2.600 2.476 5.908
H 2.586 3.241 3.573
C -1.640 2.191 -2.773
N -0.693 1.303 -3.397
C -1.176 0.105 -4.058
C 0.137 -0.521 -4.518
N 1.044 -0.136 -3.448
C 0.506 0.972 -2.736
S 1.487 2.204 -2.027
H -2.421 2.439 -3.495
H -1.127 3.106 -2.478
H -2.101 1.768 -1.875
H -1.827 0.369 -4.893
H -1.710 -0.558 -3.369
H 0.427 -0.115 -5.495
H 0.065 -1.607 -4.598
H 2.016 -0.024 -3.686
C 5.543 -1.847 -1.022
Sb 3.795 -0.777 -0.283
C 4.853 1.099 -0.216
C 4.155 -1.233 1.792
H 6.441 -1.546 -0.477
H 5.680 -1.624 -2.081
H 5.406 -2.924 -0.912
H 5.781 0.994 0.350
H 4.214 1.846 0.253
H 5.081 1.422 -1.233
H 5.226 -1.270 1.996
H 3.694 -2.184 2.058
H 3.696 -0.450 2.396
C -3.615 -2.540 -0.390
C -3.259 -1.103 -0.737
C -4.044 -0.679 -1.978
O -1.864 -1.054 -1.078
B -1.277 0.045 -0.484
O -2.183 0.699 0.332
C -3.378 -0.094 0.459
C -4.576 0.842 0.386
C -3.344 -0.763 1.827
H -3.480 -3.163 -1.275
H -4.656 -2.618 -0.068
H -2.967 -2.917 0.399
H -3.798 -1.359 -2.795
H -3.781 0.332 -2.288
H -5.120 -0.723 -1.802
H -4.551 1.452 -0.516
H -4.556 1.509 1.248
H -5.511 0.278 0.409
H -2.460 -1.388 1.941
H -4.242 -1.362 1.994
H -3.298 0.015 2.590
```

Computed properties:
Total charge ... -1
Gap between HOMO and LUMO ... 6.3 eV

Entry 2:
Entry from OMol25: a structure of composition C12H29FeN4O5 at a distorted geometry (the ωB97M-V functional and the def2-TZVPD basis).

```
51
C12H29FeN4O5 | OMol25 | the ωB97M-V functional and the def2-TZVPD basis
Fe -1.997 -3.035 -1.566
O -1.354 -1.138 -1.513
H -1.912 -0.337 -1.537
C -3.051 -0.547 3.858
O -2.908 -0.244 4.999
N -2.293 -0.146 2.840
C -2.263 -0.585 1.497
C -1.248 0.795 3.083
H -3.876 -1.160 3.462
H -1.343 -0.804 0.955
H -2.857 0.088 0.880
H -2.845 -1.498 1.369
H -0.244 0.430 2.866
H -1.348 1.619 2.376
H -1.227 1.280 4.059
C 0.605 -3.060 0.278
O -0.344 -3.409 -0.397
N 1.721 -3.727 0.607
C 2.669 -3.100 1.428
C 1.958 -5.114 0.126
H 0.587 -2.212 0.981
H 2.500 -2.023 1.421
H 3.629 -3.199 0.921
H 2.667 -3.582 2.406
H 2.837 -5.186 -0.515
H 2.058 -5.879 0.896
H 1.126 -5.460 -0.486
C -0.187 2.184 -3.466
O 0.537 2.846 -4.288
N -1.410 2.634 -3.008
C -1.937 2.376 -1.709
C -1.947 3.931 -3.598
H 0.039 1.181 -3.072
H -1.512 2.936 -0.876
H -1.710 1.334 -1.486
H -3.005 2.596 -1.705
H -1.556 4.885 -3.244
H -1.820 3.902 -4.680
H -3.035 3.988 -3.563
C 3.083 0.755 0.975
O 2.717 0.293 2.074
N 2.265 1.254 0.065
C 0.798 1.290 0.126
C 2.882 1.875 -1.050
H 4.165 0.731 0.777
H 0.357 0.687 -0.667
H 0.359 2.286 0.070
H 0.436 1.024 1.119
H 2.244 2.642 -1.489
H 3.790 2.399 -0.750
H 3.200 1.206 -1.849
```

Computed properties:
Multiplicity ... 5
Total charge ... +1
Gap between HOMO and LUMO (spin up / spin down) ... 5.6 / 5.5 eV

Entry 3:
Entry from OMol25: a cluster of 2 separate species, C6H14O in total (the ωB97M-V functional and the def2-TZVPD basis).

```
21
C6H14O | OMol25 | the ωB97M-V functional and the def2-TZVPD basis
C 1.862 -0.824 -1.767
C 1.168 -0.384 -0.479
C 0.313 -1.428 0.220
C 0.158 0.736 -0.655
C -0.477 0.952 0.687
C -1.835 1.566 0.729
O -0.987 -0.461 2.288
H 2.510 -1.685 -1.570
H 2.483 -0.029 -2.200
H 1.125 -1.130 -2.521
H 1.939 -0.027 0.222
H 0.880 -2.300 0.573
H -0.479 -1.783 -0.459
H -0.414 -0.968 1.482
H -0.599 0.448 -1.397
H 0.576 1.707 -0.981
H 0.217 1.222 1.477
H -2.576 0.886 0.296
H -1.827 2.462 0.089
H -2.139 1.833 1.741
H -1.896 -0.795 2.226
```

Computed properties:
Total charge ... 0
Gap between HOMO and LUMO (spin up / spin down) ... 7.0 / 7.0 eV

Entry 4:
Entry from OMol25: the molecule C4H7NO2 at a distorted geometry (the ωB97M-V functional and the def2-TZVPD basis).

```
14
C4H7NO2 | OMol25 | the ωB97M-V functional and the def2-TZVPD basis
C 0.101 0.708 1.856
C -0.115 0.444 0.376
C 0.912 -0.426 -0.262
N 0.485 -0.721 -1.551
C -0.646 -0.394 -2.139
O -1.634 -0.723 -2.686
O -1.388 -0.154 0.093
H 0.155 -0.234 2.412
H -0.718 1.314 2.252
H 1.040 1.247 2.015
H -0.190 1.414 -0.169
H -1.307 -1.074 0.397
H 1.920 -0.029 -0.277
H 1.163 -0.993 -2.246
```

Computed properties:
Total charge ... 0
Gap between HOMO and LUMO (spin up / spin down) ... 7.3 / 7.3 eV

Entry 5:
Entry from OMol25: a cluster of 4 separate species, C5H8 in total at a distorted geometry (the ωB97M-V functional and the def2-TZVPD basis).

```
13
C5H8 | OMol25 | the ωB97M-V functional and the def2-TZVPD basis
C 1.603 -1.362 0.167
C 0.792 -0.534 1.266
C -0.068 0.295 0.433
C -0.799 0.908 -0.258
C -1.853 1.541 -1.121
H 2.251 -2.237 0.580
H 2.185 -0.637 -0.504
H 1.002 -1.956 -0.444
H 0.058 -1.263 1.797
H 1.516 -0.022 2.104
H -2.748 2.272 -0.133
H -1.237 2.543 -2.016
H -2.703 0.450 -1.872
```

Computed properties:
Total charge ... 0
Gap between HOMO and LUMO ... 9.7 eV

Entry 6:
Entry from OMol25: the molecule C6H15N at a distorted geometry (the ωB97M-V functional and the def2-TZVPD basis).

```
22
C6H15N | OMol25 | the ωB97M-V functional and the def2-TZVPD basis
C 1.635 -1.586 -1.461
C 1.096 -0.293 -0.899
C -0.123 -0.533 0.087
C 0.406 -1.106 1.316
C -1.012 0.720 0.024
C -0.163 2.077 -0.021
N -1.998 0.661 1.047
H 0.816 -2.319 -1.638
H 2.263 -2.238 -0.943
H 1.986 -1.459 -2.481
H 0.929 0.474 -1.687
H 1.948 -0.049 -0.138
H -0.853 -1.095 -0.635
H -0.283 -0.867 2.099
H 0.448 -2.170 1.260
H 1.373 -0.779 1.570
H -1.400 0.703 -0.934
H 0.817 1.934 0.473
H 0.120 2.177 -1.113
H -0.790 2.941 0.004
H -1.649 1.256 1.878
H -2.781 1.189 0.674
```

Computed properties:
SMILES ... CC[C@@H](C)[C@H](C)N
Total charge ... 0
Gap between HOMO and LUMO ... 10.2 eV

So what do the calculations give for relative energy (zero: lowest compared OMol25 entry of this formula, charge and spin)? Going down the list: 1.811 2.820 4.683 4.326 6.759 2.433 eV.